Here is C12H45CaN17O14 as an isolated structure in a non-equilibrium geometry from the Open Molecules 2025 dataset. Energies are from ωB97M-V/def2-TZVPD.

```
89
Properties=species:S:1:pos:R:3
Ca -0.30 0.39 -0.56
C -0.91 1.86 -4.15
C -1.84 2.01 -2.91
O -1.24 2.23 -1.61
H -0.06 1.23 -3.87
H -0.61 2.87 -4.43
H -1.53 1.45 -4.95
H -2.38 1.07 -2.90
H -2.67 2.70 -3.10
N -0.73 1.81 2.76
O -0.29 2.87 3.10
O -0.82 1.58 1.57
O -1.16 1.02 3.57
C 2.05 -2.11 4.44
O 1.58 -0.78 4.49
H 1.13 -2.69 4.54
H 2.39 -2.29 3.42
H 2.85 -2.20 5.16
H 0.92 -0.80 3.80
C -4.26 -0.34 3.01
O -4.84 -0.21 4.28
H -3.43 -1.04 2.94
H -4.99 -0.88 2.39
H -4.14 0.66 2.61
H -4.08 -0.27 4.86
C -0.32 -2.24 1.62
O 0.13 -1.49 0.80
N -1.09 -1.95 2.56
N 0.06 -3.49 1.76
H -1.33 -2.73 3.14
H -1.59 -1.08 2.67
H -0.34 -3.98 2.55
H 0.76 -3.86 1.14
C -3.60 -0.48 -0.30
O -2.42 -0.51 -0.56
N -4.40 -1.50 -0.05
N -4.30 0.61 -0.40
H -5.37 -1.27 0.11
H -4.04 -2.44 -0.14
H -3.79 1.45 -0.63
H -5.27 0.56 -0.13
C 2.93 -0.11 -3.53
O 2.22 0.53 -2.74
N 4.07 0.30 -4.04
N 2.56 -1.33 -3.81
H 4.64 -0.38 -4.52
H 4.33 1.26 -3.87
H 1.74 -1.65 -3.31
H 3.05 -1.97 -4.42
C 3.51 -3.75 0.18
O 2.33 -3.76 -0.11
N 4.27 -4.69 -0.36
N 4.14 -2.84 0.92
H 5.22 -4.34 -0.29
H 3.97 -5.34 -1.07
H 3.55 -2.04 1.15
H 5.13 -2.89 1.10
C -3.32 4.62 0.76
O -4.13 5.51 0.97
N -2.43 4.65 -0.24
N -3.31 3.48 1.41
H -2.04 3.81 -0.64
H -2.11 5.53 -0.59
H -2.46 2.98 1.20
H -3.90 3.20 2.18
C 2.98 0.63 0.62
O 1.80 0.71 0.34
N 3.89 0.77 -0.30
N 3.45 0.26 1.82
H 3.48 0.81 -1.22
H 4.88 0.69 -0.10
H 2.77 0.00 2.51
H 4.44 0.33 2.03
C 1.53 4.57 -0.43
O 2.26 5.38 0.04
N 0.59 3.94 0.18
N 1.52 4.30 -1.67
H -0.16 3.60 -0.39
H 0.55 3.83 1.19
H 2.06 4.90 -2.28
H 1.10 3.45 -2.01
C -0.46 -2.58 -2.30
O -0.17 -1.52 -1.95
N 0.15 -3.68 -1.94
N -1.53 -2.84 -3.00
H 0.89 -3.52 -1.26
H 0.09 -4.61 -2.32
H -2.03 -2.11 -3.49
H -1.76 -3.83 -2.97
```

Values from the calculation:
M in g/mol: 691.68
HOMO energy in eV: -7.70
Total charge: 0
DFT total energy in a.u.: -3146.27168


Here is a 2-piece molecular cluster, C7H19NO overall in a non-equilibrium geometry from the Open Molecules 2025 dataset. Energies are from ωB97M-V/def2-TZVPD.

```
28
Properties=species:S:1:pos:R:3
C 1.02 3.04 -0.39
C 0.81 1.77 0.46
C 0.03 2.08 1.76
C 0.05 0.72 -0.37
N 0.41 -0.64 0.03
C -0.66 -1.71 0.17
C -1.01 -1.92 1.62
C -1.85 -1.42 -0.72
H 0.27 3.14 -1.17
H 0.99 3.97 0.18
H 1.98 2.96 -0.88
H 1.78 1.35 0.72
H 0.27 1.39 2.55
H 0.14 3.12 2.08
H -1.05 1.98 1.54
H 0.38 0.84 -1.40
H -1.01 0.90 -0.35
H 0.83 -0.68 0.95
H -0.14 -2.58 -0.23
H -1.41 -0.99 2.03
H -0.20 -2.26 2.25
H -1.87 -2.60 1.77
H -1.46 -1.44 -1.74
H -2.61 -2.19 -0.65
H -2.35 -0.48 -0.46
O 1.21 -1.91 -2.36
H 1.42 -1.07 -2.77
H 1.38 -1.80 -1.41
```

Values from the calculation:
Energy above the lowest of the compared OMol25 structures with the same formula, charge and spin in kcal/mol: 17.1
M in g/mol: 133.23
HOMO energy in eV: -8.82
Total charge: 0
SMILES string: CC(C)CNC(C)C.O
DFT total energy in a.u.: -408.07793


Here is a 2-piece molecular cluster, C4H10O2 overall in a non-equilibrium geometry from the Open Molecules 2025 dataset. Energies are from ωB97M-V/def2-TZVPD.

```
16
Properties=species:S:1:pos:R:3
C -0.09 1.82 0.96
C -1.00 1.08 -0.02
C -0.90 -0.34 -0.18
C -1.72 -1.10 -1.12
O 0.07 -1.26 0.23
H -0.52 2.68 1.49
H 0.86 2.10 0.44
H 0.35 1.03 1.71
H -1.57 1.57 -0.89
H -1.32 -1.77 -1.83
H -2.58 -0.48 -1.67
H -2.47 -1.72 -0.52
H 0.76 -0.73 0.50
O 2.80 -0.18 0.22
H 2.79 -0.70 -0.62
H 3.09 0.73 -0.10
```

Values from the calculation:
Energy above the lowest of the compared OMol25 structures with the same formula, charge and spin in kcal/mol: 52.3
M in g/mol: 90.12
HOMO energy in eV: -8.17
Total charge: 0
SMILES string: C/C=C(/C)O.O
DFT total energy in a.u.: -308.81475